1.
{
  "formula": "C28H30BN2O3S4Ta",
  "method": "the ωB97M-V functional and the def2-TZVPD basis",
  "elements": ["Ta", "C", "C", "N", "N", "C", "S", "S", "C", "C", "C", "C", "C", "C", "C", "C", "C", "C", "C", "C", "C", "O", "H", "H", "H", "H", "H", "H", "H", "H", "H", "H", "H", "H", "H", "H", "S", "C", "C", "C", "C", "C", "C", "S", "H", "H", "H", "H", "C", "C", "C", "O", "B", "O", "C", "C", "C", "H", "H", "H", "H", "H", "H", "H", "H", "H", "H", "H", "H"],
  "positions_angstrom": [[0.423, 0.123, 0.772], [-0.378, -0.995, -3.145], [-0.485, 0.404, -2.643], [0.578, 1.086, -2.483], [0.387, 2.418, -2.177], [0.928, 2.887, -1.139], [1.758, 2.048, 0.214], [1.054, 4.653, -1.055], [0.256, 4.996, 0.540], [-1.236, 5.106, 0.468], [-2.033, 4.169, 1.110], [-3.416, 4.271, 1.068], [-4.015, 5.308, 0.375], [-3.224, 6.245, -0.278], [-1.846, 6.145, -0.229], [-1.837, 0.889, -2.270], [-2.819, 1.231, -3.188], [-4.079, 1.617, -2.752], [-4.378, 1.644, -1.398], [-3.420, 1.299, -0.455], [-2.167, 0.941, -0.915], [-1.190, 0.578, -0.049], [0.655, -1.216, -3.396], [-1.015, -1.117, -4.022], [-0.734, -1.705, -2.399], [0.710, 5.921, 0.897], [0.547, 4.208, 1.238], [-1.566, 3.357, 1.653], [-4.024, 3.540, 1.581], [-5.092, 5.389, 0.339], [-3.685, 7.058, -0.822], [-1.235, 6.873, -0.746], [-2.591, 1.208, -4.243], [-4.831, 1.896, -3.472], [-5.366, 1.932, -1.071], [-3.630, 1.304, 0.602], [2.362, -0.440, 2.143], [1.764, -1.025, 3.685], [2.666, -1.346, 4.699], [2.205, -1.787, 5.922], [0.838, -1.919, 6.148], [-0.064, -1.605, 5.151], [0.394, -1.152, 3.915], [-0.769, -0.742, 2.666], [3.726, -1.246, 4.515], [2.909, -2.027, 6.704], [0.477, -2.264, 7.106], [-1.125, -1.707, 5.320], [2.339, -4.575, 0.558], [1.637, -3.933, -0.635], [0.840, -4.985, -1.393], [0.685, -2.992, -0.080], [1.069, -1.725, -0.398], [2.108, -1.688, -1.280], [2.574, -3.036, -1.534], [4.046, -3.070, -1.145], [2.434, -3.277, -3.034], [1.592, -5.064, 1.180], [2.845, -3.832, 1.168], [3.062, -5.323, 0.242], [0.211, -5.526, -0.690], [1.495, -5.702, -1.881], [0.196, -4.538, -2.144], [4.196, -2.707, -0.133], [4.605, -2.425, -1.819], [4.453, -4.075, -1.220], [1.401, -3.201, -3.362], [2.811, -4.257, -3.318], [3.014, -2.523, -3.565]],
  "total_charge": 0,
  "homo_energy_ev": -8.3,
  "energy_ev": -84218.9469,
  "homo_lumo_gap_ev": 7.628
}



2.
{
  "formula": "C50H45FN2O2P2STi",
  "method": "the ωB97M-V functional and the def2-TZVPD basis",
  "elements": ["Ti", "C", "C", "C", "C", "C", "C", "C", "C", "P", "C", "C", "C", "C", "C", "C", "C", "C", "C", "C", "C", "C", "C", "O", "C", "C", "C", "C", "C", "C", "P", "C", "C", "C", "C", "C", "C", "C", "C", "C", "C", "C", "C", "H", "H", "H", "H", "H", "H", "H", "H", "H", "H", "H", "H", "H", "H", "H", "H", "H", "H", "H", "H", "H", "H", "H", "H", "H", "H", "H", "H", "H", "H", "H", "H", "C", "N", "C", "C", "C", "O", "H", "H", "H", "H", "H", "H", "H", "H", "H", "F", "C", "C", "C", "C", "C", "C", "H", "H", "H", "H", "S", "C", "N"],
  "positions_angstrom": [[1.085, -0.170, -0.813], [-6.563, -0.142, 0.543], [-5.073, 0.050, 0.793], [-4.864, 0.603, 2.220], [-4.446, 1.042, -0.175], [-5.126, 2.032, -0.877], [-4.442, 2.994, -1.609], [-3.054, 3.017, -1.617], [-2.347, 2.033, -0.935], [-0.560, 2.011, -0.660], [-0.481, 2.454, 1.123], [-0.219, 1.420, 2.020], [-0.209, 1.625, 3.389], [-0.465, 2.894, 3.892], [-0.752, 3.931, 3.019], [-0.774, 3.711, 1.647], [0.122, 3.325, -1.711], [0.875, 2.915, -2.813], [1.424, 3.834, -3.695], [1.225, 5.191, -3.488], [0.458, 5.616, -2.412], [-0.098, 4.694, -1.538], [-3.067, 1.043, -0.281], [-2.312, 0.049, 0.312], [-2.916, -1.175, 0.461], [-2.111, -2.300, 0.382], [-2.700, -3.556, 0.562], [-4.060, -3.660, 0.768], [-4.847, -2.513, 0.805], [-4.292, -1.249, 0.672], [-0.365, -2.283, -0.093], [-0.307, -3.262, -1.617], [-1.389, -3.208, -2.494], [-1.321, -3.861, -3.713], [-0.178, -4.568, -4.065], [0.906, -4.610, -3.199], [0.847, -3.953, -1.978], [0.467, -3.208, 1.218], [0.633, -4.591, 1.188], [1.208, -5.245, 2.268], [1.606, -4.529, 3.388], [1.424, -3.153, 3.435], [0.858, -2.499, 2.354], [-7.091, 0.804, 0.653], [-6.993, -0.821, 1.278], [-6.765, -0.537, -0.454], [-5.413, 1.538, 2.340], [-3.809, 0.798, 2.422], [-5.230, -0.112, 2.957], [-6.207, 2.064, -0.849], [-4.993, 3.747, -2.154], [-2.530, 3.789, -2.163], [-0.060, 0.409, 1.653], [-0.024, 0.797, 4.061], [-0.462, 3.068, 4.960], [-0.979, 4.916, 3.403], [-1.051, 4.533, 1.007], [1.031, 1.860, -3.000], [2.002, 3.489, -4.542], [1.649, 5.915, -4.170], [0.279, 6.671, -2.257], [-0.713, 5.065, -0.733], [-2.099, -4.453, 0.509], [-4.515, -4.632, 0.890], [-5.912, -2.615, 0.953], [-2.291, -2.669, -2.226], [-2.166, -3.826, -4.388], [-0.133, -5.087, -5.013], [1.800, -5.156, -3.470], [1.709, -3.975, -1.324], [0.330, -5.164, 0.321], [1.340, -6.318, 2.236], [2.050, -5.046, 4.229], [1.721, -2.597, 4.314], [0.706, -1.426, 2.407], [3.377, 0.450, 2.416], [3.702, 1.619, 1.602], [4.834, 2.430, 2.075], [3.055, 1.943, 0.511], [3.464, 3.150, -0.266], [2.048, 1.259, 0.114], [3.197, 0.775, 3.440], [4.217, -0.244, 2.388], [2.494, -0.041, 2.030], [5.259, 1.934, 2.942], [4.500, 3.425, 2.365], [5.602, 2.504, 1.308], [3.308, 4.046, 0.338], [2.866, 3.226, -1.167], [4.522, 3.103, -0.524], [6.993, -1.919, -0.598], [5.692, -1.633, -0.700], [4.774, -2.468, -0.101], [3.420, -2.144, -0.179], [2.991, -1.006, -0.861], [3.961, -0.224, -1.502], [5.312, -0.505, -1.412], [5.114, -3.351, 0.423], [2.722, -2.801, 0.321], [3.667, 0.651, -2.080], [6.062, 0.104, -1.898], [1.763, -0.854, -5.175], [1.253, -0.685, -3.734], [0.849, -0.525, -2.598]],
  "total_charge": 2,
  "homo_energy_ev": [-13.2, -13.2],
  "energy_ev": -114890.1319,
  "homo_lumo_gap_ev": [5.322, 5.318],
  "e_above_lowest_kj_mol": 97.2
}



3.
{
  "formula": "C35H42AsAuF6NO5S2Sb2",
  "method": "the ωB97M-V functional and the def2-TZVPD basis",
  "elements": ["Au", "C", "C", "C", "Sb", "C", "C", "C", "C", "C", "C", "C", "C", "C", "C", "C", "C", "Sb", "C", "C", "C", "C", "C", "C", "C", "C", "C", "C", "C", "C", "H", "H", "H", "H", "H", "H", "H", "H", "H", "H", "H", "H", "H", "H", "H", "H", "H", "H", "H", "H", "H", "H", "H", "H", "H", "H", "C", "C", "C", "O", "H", "H", "H", "H", "H", "H", "H", "C", "As", "C", "C", "H", "H", "H", "H", "H", "H", "H", "H", "H", "F", "C", "F", "F", "S", "O", "O", "N", "S", "O", "O", "C", "F", "F", "F"],
  "positions_angstrom": [[-1.557, 0.692, 1.335], [0.856, -2.218, 2.857], [2.148, -1.501, 3.142], [2.052, -0.029, 2.839], [1.796, 0.318, 0.593], [3.967, 0.383, 0.349], [4.551, -0.869, 0.219], [5.916, -0.990, 0.024], [6.706, 0.147, -0.033], [6.123, 1.397, 0.084], [4.753, 1.518, 0.259], [1.571, 1.030, -1.541], [2.414, 0.436, -2.466], [2.370, 0.856, -3.785], [1.501, 1.865, -4.162], [0.664, 2.446, -3.226], [0.682, 2.019, -1.905], [0.142, -2.115, 0.597], [0.031, -1.768, -1.658], [0.777, -2.519, -2.550], [0.633, -2.289, -3.911], [-0.242, -1.317, -4.367], [-0.971, -0.559, -3.465], [-0.835, -0.788, -2.103], [1.015, -4.080, 0.273], [2.234, -4.467, 0.816], [2.711, -5.752, 0.619], [1.965, -6.667, -0.104], [0.740, -6.294, -0.630], [0.272, -5.005, -0.450], [0.027, -1.760, 3.402], [0.907, -3.282, 3.088], [2.989, -1.946, 2.601], [2.377, -1.619, 4.210], [2.957, 0.507, 3.127], [1.180, 0.421, 3.308], [3.932, -1.759, 0.248], [6.361, -1.967, -0.080], [7.771, 0.055, -0.178], [6.734, 2.287, 0.040], [4.305, 2.499, 0.320], [3.107, -0.343, -2.177], [3.020, 0.399, -4.514], [1.482, 2.202, -5.187], [-0.011, 3.240, -3.514], [0.010, 2.454, -1.183], [1.462, -3.280, -2.203], [1.206, -2.880, -4.612], [-0.359, -1.154, -5.428], [-1.654, 0.206, -3.809], [-1.413, -0.195, -1.402], [2.821, -3.766, 1.396], [3.669, -6.037, 1.035], [2.337, -7.667, -0.257], [0.152, -7.013, -1.179], [-0.681, -4.719, -0.875], [-0.462, 3.919, 1.742], [0.663, 2.921, 1.978], [2.012, 3.550, 1.674], [0.429, 1.802, 1.136], [-0.397, 4.742, 2.444], [-1.426, 3.438, 1.876], [-0.420, 4.308, 0.728], [0.649, 2.591, 3.028], [2.058, 3.830, 0.622], [2.813, 2.849, 1.909], [2.150, 4.447, 2.274], [-3.728, -1.709, -0.248], [-3.538, -0.549, 1.303], [-5.378, -0.066, 1.544], [-3.356, -1.878, 2.752], [-4.547, -2.410, -0.064], [-2.817, -2.263, -0.471], [-3.979, -1.079, -1.102], [-5.965, -0.992, 1.548], [-5.697, 0.564, 0.716], [-5.523, 0.471, 2.482], [-4.208, -2.562, 2.790], [-3.304, -1.341, 3.703], [-2.435, -2.455, 2.621], [-4.086, 4.184, -2.886], [-3.234, 3.281, -2.442], [-3.045, 2.366, -3.402], [-2.057, 3.870, -2.237], [-3.763, 2.460, -0.844], [-2.828, 1.353, -0.767], [-5.131, 2.075, -0.933], [-3.455, 3.660, 0.110], [-3.932, 3.534, 1.603], [-3.435, 4.587, 2.416], [-3.735, 2.180, 2.085], [-5.794, 3.820, 1.606], [-6.139, 4.269, 2.808], [-6.108, 4.737, 0.702], [-6.519, 2.729, 1.369]],
  "total_charge": 1,
  "homo_energy_ev": [-10.8, -10.8],
  "energy_ev": -164273.4023,
  "homo_lumo_gap_ev": [4.934, 4.935]
}



4.
{
  "formula": "C22H21NO5",
  "method": "the ωB97M-V functional and the def2-TZVPD basis",
  "elements": ["O", "C", "O", "C", "H", "H", "C", "O", "C", "C", "C", "C", "C", "C", "H", "H", "H", "H", "H", "C", "H", "H", "C", "N", "C", "O", "C", "C", "C", "O", "H", "C", "C", "C", "C", "C", "C", "C", "H", "H", "H", "H", "H", "H", "H", "H", "H", "H", "H"],
  "positions_angstrom": [[1.063, 0.859, 1.537], [1.158, -0.009, 2.368], [2.324, -0.436, 2.851], [3.480, 0.275, 2.414], [3.552, 1.222, 2.961], [4.335, -0.356, 2.670], [3.512, 0.604, 0.916], [3.917, 1.684, 0.555], [3.119, -0.461, -0.028], [3.066, -1.810, 0.320], [2.712, -2.753, -0.627], [2.402, -2.366, -1.920], [2.451, -1.027, -2.273], [2.810, -0.081, -1.335], [2.856, 0.969, -1.584], [2.205, -0.724, -3.280], [2.115, -3.107, -2.650], [2.673, -3.797, -0.354], [3.312, -2.131, 1.321], [-0.005, -0.739, 2.997], [-0.603, 0.005, 3.531], [0.366, -1.486, 3.697], [-0.895, -1.398, 1.933], [-1.209, -0.467, 0.875], [-1.821, 0.751, 1.097], [-2.297, 1.086, 2.149], [-1.793, 1.523, -0.203], [-1.072, 0.609, -1.195], [-0.739, -0.637, -0.409], [-0.190, -1.636, -0.796], [-0.139, 1.041, -1.562], [-2.007, 0.296, -2.397], [-2.419, 1.626, -2.950], [-3.046, 2.415, -2.089], [-3.225, 1.833, -0.720], [-3.926, 0.482, -0.821], [-4.611, 0.060, -2.086], [-3.218, -0.412, -1.797], [-3.062, -1.459, -1.576], [-4.772, 0.786, -2.867], [-5.404, -0.667, -1.995], [-4.293, 0.094, 0.120], [-3.739, 2.504, -0.031], [-3.409, 3.403, -2.317], [-2.205, 1.885, -3.973], [-1.490, -0.332, -3.122], [-1.258, 2.460, -0.032], [-0.383, -2.241, 1.460], [-1.820, -1.745, 2.402]],
  "smiles": "O=C(CCN1C(=O)[C@@H]2[C@H]3C=C[C@H]([C@@H]4C[C@H]34)[C@@H]2C1=O)OCC(=O)c1ccccc1",
  "total_charge": 0,
  "homo_energy_ev": -9.4,
  "energy_ev": -34882.9217,
  "homo_lumo_gap_ev": 9.806,
  "e_above_lowest_kj_mol": 10.0
}